1.
Computed, not measured: 4 unconnected molecules or ions with the total composition C31H58N2O2 in a non-equilibrium geometry, with ωB97M-V with the def2-TZVPD basis set.

XYZ file:
```
93
Properties=species:S:1:pos:R:3:forces:R:3
N -0.6621 -2.3146 3.8411 0.66 0.38 -0.82
C -0.4766 -2.4160 2.3393 -1.74 -0.62 0.43
C -0.3019 -3.9812 2.0187 0.38 0.49 -0.78
C 1.0577 -4.3487 1.2232 -0.78 -0.86 -0.60
C 2.0359 -5.3380 2.0211 0.75 -0.01 -0.26
C 2.7946 -4.6608 3.2730 1.21 0.45 -0.82
C 3.5832 -3.3814 2.6864 0.67 2.03 -0.32
C 2.9367 -1.9842 2.9670 3.88 -0.43 -2.48
C 3.6373 -0.7150 2.3997 1.19 -2.72 -0.42
C 4.9345 -0.8785 1.5802 -1.16 -2.87 1.13
C 5.5479 -2.2820 1.3064 -2.52 0.80 1.93
C 4.9049 -3.5699 1.8590 -1.43 4.07 0.66
C 6.8365 -2.0249 0.4035 -0.90 -2.58 0.62
O 7.7453 -2.8528 0.2022 -3.02 3.54 0.20
N 6.6229 -0.6639 -0.1156 0.73 1.08 0.49
C 5.8726 0.1741 0.8398 -1.87 0.60 2.02
O 5.9102 1.4010 1.0623 0.25 -4.45 -1.57
H -0.9265 -1.3572 4.1103 -0.10 -0.82 -0.09
H -1.3591 -3.0064 4.1526 0.38 0.82 -0.27
H -1.4758 -2.0650 1.8770 1.66 -0.41 0.16
H 0.3570 -1.7456 1.9480 -0.97 -1.04 0.71
H -0.3152 -4.5633 3.0001 -0.11 0.77 -1.29
H -1.2014 -4.2879 1.3620 1.45 0.28 1.20
H 0.7170 -4.9324 0.2829 0.70 0.87 1.42
H 1.5809 -3.4092 0.8100 -0.64 -1.45 0.94
H 1.5104 -6.3189 2.3305 0.60 1.68 -0.41
H 2.8711 -5.6508 1.2827 -1.31 0.44 1.13
H 2.1110 -4.3881 4.1448 0.79 -0.09 -1.38
H 3.6197 -5.3429 3.7099 -1.48 0.77 -0.81
H 1.9639 -1.9605 3.5607 1.53 0.09 -0.89
H 3.1863 0.3306 2.5673 0.88 -1.88 -0.28
H 5.3842 -4.5792 1.6593 -0.84 1.46 0.39
H 6.1317 -0.5699 -1.0156 0.91 -0.38 0.23
C -3.2079 1.6698 2.0354 -0.08 0.20 -0.01
C -4.5439 1.0453 2.4154 0.10 -0.13 0.09
C -4.6854 -0.4073 1.9568 -0.16 0.00 0.02
C -4.6418 -0.6229 0.4413 0.14 0.05 -0.02
C -5.6928 0.1473 -0.3587 0.03 -0.15 -0.06
C -7.1221 -0.2448 -0.0120 -0.10 0.16 -0.04
H -3.0793 1.7195 0.9515 0.04 -0.02 0.06
H -3.1461 2.6906 2.4224 0.08 -0.07 -0.05
H -2.3761 1.0987 2.4569 -0.01 0.01 -0.06
H -5.3614 1.6541 2.0174 -0.01 -0.04 0.00
H -4.6422 1.0747 3.5063 -0.07 0.00 -0.08
H -5.6229 -0.8097 2.3552 0.05 -0.01 -0.03
H -3.8857 -1.0024 2.4135 -0.01 0.03 0.00
H -4.7597 -1.6947 0.2427 -0.01 0.06 -0.01
H -3.6487 -0.3565 0.0640 -0.03 -0.02 0.03
H -5.5286 -0.0487 -1.4241 0.04 0.06 0.07
H -5.5640 1.2254 -0.2225 0.04 -0.01 0.02
H -7.2850 -1.3131 -0.1784 0.00 0.04 0.05
H -7.8262 0.3062 -0.6414 -0.02 -0.08 0.08
H -7.3618 -0.0166 1.0296 -0.02 -0.04 -0.05
C 8.9563 -1.1528 -2.2441 0.29 -0.02 -0.08
C 9.8192 -0.4702 -3.2973 -0.09 0.09 0.03
C 9.0454 0.5294 -4.1592 0.14 0.02 -0.09
C 7.9140 -0.0698 -4.9997 -0.05 -0.03 0.09
C 8.3325 -1.1804 -5.9641 -0.12 0.09 -0.05
C 9.3202 -0.7172 -7.0262 0.09 -0.15 -0.04
H 8.1627 -1.7521 -2.6985 0.01 -0.01 0.04
H 9.5672 -1.8224 -1.6339 -0.18 0.03 0.01
H 8.4980 -0.4177 -1.5804 0.10 -0.08 -0.08
H 10.3003 -1.2260 -3.9257 0.00 0.05 -0.04
H 10.6279 0.0657 -2.7883 -0.03 -0.04 -0.08
H 9.7531 1.0461 -4.8164 -0.07 0.00 0.00
H 8.6205 1.3030 -3.5093 0.03 -0.04 -0.01
H 7.4454 0.7393 -5.5724 0.02 -0.06 0.01
H 7.1335 -0.4572 -4.3358 0.03 0.02 -0.01
H 7.4349 -1.5581 -6.4665 0.05 -0.01 0.08
H 8.7542 -2.0268 -5.4141 -0.02 0.04 0.03
H 8.9034 0.1045 -7.6150 0.05 -0.01 0.04
H 9.5513 -1.5387 -7.7097 0.03 0.11 0.00
H 10.2612 -0.3820 -6.5834 -0.05 0.01 -0.05
C -10.4313 4.9958 1.4222 -0.01 0.16 0.11
C -9.7315 5.5919 0.2080 -0.09 -0.11 -0.10
C -8.9690 4.5562 -0.6204 0.08 0.10 -0.09
C -7.8204 3.8529 0.1083 -0.06 -0.07 0.11
C -6.7404 4.7757 0.6749 0.04 -0.14 -0.07
C -6.0085 5.5760 -0.3939 0.06 0.14 0.09
H -9.7176 4.5641 2.1280 -0.06 -0.02 -0.03
H -10.9916 5.7711 1.9519 0.01 -0.12 0.01
H -11.1364 4.2160 1.1224 0.06 0.00 0.04
H -9.0615 6.3958 0.5272 0.01 -0.03 -0.03
H -10.4875 6.0587 -0.4330 0.10 0.01 0.02
H -8.5839 5.0444 -1.5219 0.00 -0.05 0.03
H -9.6742 3.7938 -0.9705 0.02 0.04 0.02
H -7.3531 3.1462 -0.5881 0.00 0.03 0.04
H -8.2256 3.2449 0.9244 0.00 0.01 -0.05
H -6.0075 4.1618 1.2108 -0.08 0.03 0.02
H -7.1686 5.4573 1.4157 -0.02 -0.04 -0.01
H -5.5387 4.9124 -1.1251 -0.05 0.05 0.00
H -5.2234 6.1847 0.0627 -0.03 -0.02 -0.11
H -6.6833 6.2521 -0.9246 0.06 -0.05 -0.01
```
Positions in Å, forces in eV/Å.

Structure (SMILES): NCCCCCc1ccc2c(c1)C(=O)NC2=O.CCCCCC.CCCCCC.CCCCCC
Charge: 0

---

2.
Computed, not measured: 5 unconnected molecules or ions with the total composition C31H59BCl3FO24S5 in a non-equilibrium geometry, with ωB97M-V with the def2-TZVPD basis set.

XYZ file:
```
124
Properties=species:S:1:pos:R:3:forces:R:3
C -4.7803 4.4205 -0.3896 0.11 -0.11 0.02
C -5.4569 3.2374 -1.0695 0.30 0.08 0.29
C -4.9692 1.8937 -0.4867 -0.46 0.63 -0.67
C -5.2945 0.7422 -1.4604 -0.07 0.20 0.50
C -6.7937 0.4652 -1.2730 -0.13 -0.25 -0.04
C -4.3286 -0.5227 -1.5490 0.01 -0.11 -0.22
C -4.2637 -0.8897 -3.0692 -0.60 0.06 -0.11
O -5.4990 -0.6401 -3.7434 -0.02 -0.03 -0.08
O -5.3096 0.4234 -4.6757 0.10 0.21 0.05
C -2.8657 -0.3193 -0.8829 -0.44 -0.10 -0.04
C -2.3375 0.9754 -1.5370 0.45 0.23 -0.43
O -1.0399 0.8140 -2.0725 -0.14 -0.08 0.13
C -0.6695 1.9070 -2.8876 0.17 0.01 0.16
C 0.7179 1.6552 -3.4197 0.02 0.14 0.07
C -1.9012 -1.5761 -1.1610 0.55 0.79 0.77
Cl -1.8411 -2.0072 -2.8901 1.03 -0.49 -0.13
C -0.3774 -1.6850 -0.8078 0.27 -0.53 -0.59
C 0.0811 -3.1343 -1.0804 0.10 0.00 0.35
Cl 0.1725 -1.3384 0.8673 -0.43 0.59 0.22
C -2.9946 -0.2157 0.7089 0.22 -0.17 -0.11
C -2.6832 1.1210 1.4398 0.33 -0.07 0.48
C -1.3817 1.9174 1.1795 -0.02 0.15 -0.15
C -1.6483 3.3981 1.1092 -0.05 0.12 0.38
F -2.1532 3.8339 2.3503 -0.06 -0.04 0.03
C -4.2002 -0.9384 1.4572 -0.10 0.17 0.56
B -5.0918 0.0299 2.4160 0.23 -0.11 0.00
O -4.6452 0.5545 3.6113 -0.12 0.00 -0.09
O -6.3637 0.2041 2.0243 -0.37 0.15 -0.04
C -7.2276 1.0926 2.7219 -0.21 -0.07 -0.11
C -3.6731 -2.1361 2.3055 -0.28 -0.07 -0.67
Cl -2.4744 -1.6318 3.5318 0.13 0.12 0.07
C -4.7786 -2.9634 2.9526 0.11 -0.49 0.37
C -5.3677 -4.0765 2.0749 -0.35 0.17 0.01
O -5.2494 -1.5658 0.6391 0.29 0.23 0.06
S -5.0423 -2.0142 -0.8409 -0.09 0.40 -0.15
O -4.0911 -3.0780 -0.9375 -0.09 -0.44 0.24
O -6.3381 -2.2670 -1.3589 -0.41 -0.15 -0.13
H -5.0450 4.4811 0.6660 -0.04 0.09 0.08
H -5.0281 5.3594 -0.8783 -0.14 0.11 0.06
H -3.6964 4.3152 -0.4369 -0.19 0.17 -0.19
H -5.2067 3.2846 -2.1297 -0.25 -0.08 -0.17
H -6.5293 3.3438 -0.9263 -0.16 -0.04 -0.36
H -3.9198 2.0597 -0.3134 -0.18 -0.31 0.11
H -5.5140 1.7713 0.4467 0.34 -0.25 0.26
H -5.2206 1.2082 -2.4379 0.20 -0.13 -0.23
H -6.9930 -0.1585 -0.4103 0.00 0.04 0.15
H -7.3042 1.4108 -1.1096 0.00 0.13 -0.07
H -7.2396 -0.0123 -2.1340 -0.01 -0.10 -0.14
H -4.0572 -1.9428 -3.2207 -0.35 0.07 0.05
H -3.4774 -0.3288 -3.5627 -0.14 0.16 0.00
H -4.9023 -0.0340 -5.4259 -0.13 -0.03 -0.05
H -2.3084 1.8105 -0.8458 -0.05 -0.10 0.01
H -3.0001 1.3193 -2.3347 -0.12 -0.18 -0.18
H -1.3886 2.0325 -3.7041 -0.12 -0.03 -0.01
H -0.6679 2.8267 -2.2874 -0.15 0.11 -0.03
H 1.4468 1.7423 -2.6177 0.10 -0.10 0.05
H 0.9607 2.4004 -4.1742 0.06 0.01 -0.10
H 0.7841 0.6624 -3.8560 0.01 -0.08 -0.09
H -2.3404 -2.4103 -0.6384 -0.09 -0.04 -0.17
H 0.2082 -1.0629 -1.4650 -0.07 0.55 0.19
H 0.6480 -3.1938 -2.0029 -0.21 -0.10 -0.23
H 0.7531 -3.4643 -0.2990 0.06 0.02 0.09
H -0.7507 -3.8339 -1.0910 -0.05 -0.08 -0.16
H -2.1798 -0.8305 1.0499 0.44 -0.15 -0.01
H -3.5156 1.8243 1.4532 -0.01 -0.11 -0.16
H -2.5853 0.8112 2.4737 -0.05 -0.13 0.14
H -0.8525 1.6494 0.2705 0.18 -0.28 0.00
H -0.6772 1.7886 1.9943 0.14 -0.30 0.14
H -2.4223 3.6508 0.3863 0.37 -0.05 -0.02
H -0.7380 3.9751 0.9378 -0.04 -0.04 -0.15
H -4.2934 1.4450 3.5688 0.10 0.09 0.17
H -6.8127 2.0972 2.7710 0.13 0.08 0.09
H -8.1568 1.1413 2.1631 -0.08 -0.05 -0.09
H -7.4415 0.7291 3.7227 0.09 0.01 0.13
H -3.1192 -2.7810 1.6241 0.11 -0.08 -0.01
H -5.5826 -2.3459 3.3558 0.04 0.25 -0.04
H -4.3277 -3.4417 3.8189 0.08 0.04 0.11
H -4.7704 -4.2787 1.1917 0.14 -0.07 -0.04
H -6.3657 -3.8125 1.7351 -0.04 0.05 -0.17
H -5.4699 -4.9954 2.6459 0.08 -0.11 0.04
C 3.3579 3.4418 4.0751 0.00 -0.28 0.04
C 4.7444 3.6273 4.6597 -0.07 0.22 0.14
O 5.6068 3.5701 3.5122 -0.04 -0.16 0.01
S 4.8725 4.2062 2.2459 -0.03 0.00 0.16
O 5.2711 5.5533 2.0738 -0.01 0.09 -0.07
O 4.9693 3.2764 1.1801 0.09 -0.07 -0.17
O 3.3994 4.1877 2.8481 -0.04 0.14 0.10
H 3.1520 2.3961 3.8419 0.02 -0.01 0.01
H 2.5706 3.8391 4.7089 -0.02 0.13 -0.10
H 5.0214 2.8421 5.3566 0.11 -0.07 -0.12
H 4.8582 4.6025 5.1361 -0.03 -0.01 0.00
C 4.4068 -4.9978 1.3925 -0.06 0.02 0.28
C 4.5639 -6.5040 1.4519 0.23 0.04 -0.12
O 3.4526 -6.9928 0.6819 -0.02 0.02 0.14
S 3.1361 -5.9797 -0.5103 0.20 0.02 -0.01
O 3.7524 -6.4215 -1.7091 -0.02 -0.03 -0.06
O 1.7523 -5.6824 -0.4780 -0.25 -0.12 -0.03
O 3.9685 -4.7493 0.0500 0.18 -0.01 -0.06
H 3.6403 -4.6371 2.0787 -0.01 -0.02 0.04
H 5.3364 -4.4684 1.5723 0.00 0.09 -0.19
H 4.5070 -6.8985 2.4625 -0.18 -0.07 -0.05
H 5.4934 -6.8307 0.9806 -0.03 0.02 0.00
C 6.9952 0.7781 0.2884 -0.19 0.41 0.28
C 8.0152 0.1859 1.2260 0.45 -0.06 -0.21
O 7.3817 -1.0097 1.7252 -0.20 0.20 0.01
S 6.4611 -1.6312 0.5814 0.06 0.08 0.06
O 7.1653 -2.6757 -0.0749 -0.04 -0.13 -0.10
O 5.1759 -1.8751 1.1326 -0.06 -0.13 0.11
O 6.4170 -0.3660 -0.3723 0.21 -0.11 -0.05
H 6.2106 1.3054 0.8280 -0.05 -0.02 -0.03
H 7.4493 1.4427 -0.4373 -0.06 -0.15 -0.20
H 8.2628 0.8476 2.0505 -0.11 -0.13 0.14
H 8.9277 -0.0996 0.7007 0.00 0.05 0.00
C 10.8741 0.0932 -3.5951 -0.07 -0.22 0.13
C 9.5014 0.3585 -4.1814 0.09 0.09 -0.24
O 8.8483 1.1473 -3.1721 0.01 -0.21 0.08
S 9.9111 2.0786 -2.4403 0.06 -0.16 -0.13
O 9.8812 3.3750 -3.0062 0.08 0.16 0.11
O 9.7723 1.8767 -1.0416 -0.13 0.15 0.19
O 11.2212 1.3290 -2.9438 -0.01 -0.01 -0.25
H 10.8465 -0.6999 -2.8464 -0.02 0.00 -0.01
H 11.6217 -0.1371 -4.3482 0.07 0.15 0.02
H 8.9289 -0.5474 -4.3550 -0.10 0.03 0.14
H 9.5581 0.9440 -5.1004 0.02 -0.01 0.00
```
Positions in Å, forces in eV/Å.

Structure (SMILES): CCC[C@H](C)[C@@]1(COO)[C@](COCC)([C@@H](Cl)[C@H](C)Cl)[C@@H](CCCF)[C@](B(O)OC)([C@@H](Cl)CC)OS1(=O)=O.O=S1(=O)OCCO1.O=S1(=O)OCCO1.O=S1(=O)OCCO1.O=S1(=O)OCCO1
Charge: 0

---

Q: Which energy above the lowest of the compared OMol25 structures with the same formula, charge and spin values were calculated for the entries above? A: 5.656; 0.000, in eV.
Q: Which LUMO level values were calculated for the entries above? A: -0.699; 0.194, in eV.
Q: Which HOMO-LUMO gap values were calculated for the entries above? A: 8.37; 9.95, in eV.